(1)
100
Properties=species:S:1:pos:R:3:forces:R:3:mulliken_charge:R:1 method="wB97M-V/def2-TZVPD" homo_ev=-10.91 relative_energy_ev=1.295 smiles="O=C1OC[C@@H](F)O1.O=C1OC[C@@H](F)O1.O=C1OC[C@@H](F)O1.O=C1OC[C@@H](F)O1.O=C1OC[C@@H](F)O1.O=C1OC[C@@H](F)O1.O=C1OC[C@@H](F)O1.O=C1OC[C@@H](F)O1.O=C1OC[C@@H](F)O1.O=C1OC[C@@H](F)O1" orbital_gap_ev=10.91 lumo_ha=0.000
O 3.6432 -2.0367 1.8697 -0.256 0.475 -0.594 -0.506
C 4.6517 -1.8992 1.2418 -0.385 0.150 0.067 0.530
O 5.8196 -2.3186 1.6659 1.356 -0.677 0.767 -0.348
C 6.8112 -2.1828 0.6404 0.142 -0.239 0.295 -0.543
C 6.1696 -1.1069 -0.2512 0.701 -0.798 0.935 0.371
F 6.4312 -1.3456 -1.5425 -0.289 0.319 -0.024 -0.285
O 4.7994 -1.2655 0.0578 -0.992 0.254 -0.466 -0.059
H 7.7794 -1.9501 1.0802 -0.232 0.542 0.157 0.263
H 6.9671 -3.1655 0.1926 -0.434 0.178 -0.568 0.296
H 6.4450 -0.0979 0.0695 0.162 0.052 -0.611 0.248
O -3.3639 -0.7987 0.0808 -0.490 0.486 0.047 -0.528
C -3.3499 -0.5708 -1.0897 0.045 -0.257 0.234 0.451
O -4.3061 0.0187 -1.8373 0.287 0.004 0.326 -0.395
C -3.7866 0.1206 -3.1642 -1.005 0.748 -1.638 -0.234
C -2.7186 -0.9650 -3.2346 -0.378 0.894 0.945 0.372
F -1.6703 -0.6147 -3.9886 0.022 -0.050 -0.136 -0.218
O -2.3269 -0.9502 -1.8595 0.656 -0.754 -0.490 0.080
H -4.6092 0.1065 -3.8855 -0.120 -1.006 0.251 0.319
H -3.4235 1.1209 -3.4275 0.765 -0.203 0.830 0.046
H -3.0440 -1.9819 -3.4590 0.027 0.081 -0.365 0.218
O -2.3025 2.6127 -4.4472 0.637 0.083 0.067 -0.636
C -1.1896 2.7555 -4.0190 -1.151 -1.045 -0.585 0.573
O -0.8649 3.5010 -2.9968 0.353 0.931 0.486 -0.284
C 0.5711 3.6733 -2.9921 -0.963 0.331 1.071 -0.120
C 1.0470 2.4287 -3.7373 0.104 1.333 -0.354 0.325
F 1.4247 1.4582 -2.8809 -0.429 -0.546 0.043 -0.136
O -0.1071 2.0974 -4.5054 0.957 -0.229 0.153 -0.317
H 0.7556 4.6542 -3.4292 0.371 -0.296 -0.510 0.361
H 0.8214 3.7608 -1.9363 0.455 -0.470 -0.109 -0.108
H 1.9066 2.6101 -4.3793 -0.238 -0.073 -0.321 0.311
O -1.2715 2.5784 0.8308 0.337 0.362 -0.171 -0.527
C -0.5804 1.6398 0.5921 -0.449 -0.998 -0.176 -0.037
O -0.1329 0.7671 1.5151 -0.185 0.557 0.833 -0.414
C 0.1022 -0.4865 0.8803 0.370 0.114 -0.879 0.494
C 0.5967 0.0210 -0.4794 -0.626 -0.266 0.399 0.086
F 0.3061 -0.7700 -1.5248 0.298 -0.211 0.142 -0.060
O -0.2081 1.2066 -0.6393 0.483 0.475 0.246 0.378
H 0.8848 -1.0112 1.4219 -0.203 -0.148 0.046 -0.316
H -0.8465 -1.0155 0.7811 0.193 -0.257 0.093 0.033
H 1.6715 0.2182 -0.4374 -0.102 0.358 -0.481 -0.024
O 3.3007 -5.7355 0.0425 0.193 0.352 -0.006 -0.552
C 2.7511 -5.2747 0.9864 0.194 -0.345 0.902 0.633
O 1.4278 -5.2053 1.1520 -0.994 0.968 -0.438 -0.288
C 1.1564 -4.4152 2.3208 -0.034 -1.525 1.322 0.320
C 2.3838 -4.7348 3.1413 0.645 1.282 0.009 0.106
F 2.3595 -5.9180 3.8330 -0.379 0.197 -0.173 -0.341
O 3.3468 -4.8134 2.1423 0.824 -0.812 -0.880 -0.290
H 1.1085 -3.3383 2.1966 -0.112 -0.042 -0.648 -0.281
H 0.2827 -4.8082 2.8362 -0.242 0.130 -0.387 0.369
H 2.6800 -3.9182 3.8032 -0.045 -0.301 0.167 0.356
O 4.0959 -2.4815 -3.2947 -0.035 -0.041 0.267 -0.531
C 3.0240 -2.9734 -3.1727 0.403 0.620 0.406 0.448
O 2.3041 -3.0584 -2.0330 -0.011 -0.107 -0.015 0.036
C 1.1831 -3.9262 -2.2749 0.561 0.163 -0.514 -0.218
C 1.0457 -3.8514 -3.7942 0.283 0.210 0.891 0.246
F 0.2210 -2.8264 -4.1671 -0.335 -0.197 -0.120 -0.215
O 2.3412 -3.5063 -4.2039 -0.652 -0.817 -0.655 -0.366
H 1.5014 -4.9367 -2.0135 -0.327 -0.006 0.329 0.311
H 0.3077 -3.5669 -1.7424 0.044 -0.089 0.102 -0.006
H 0.7092 -4.8009 -4.2069 0.066 0.252 -0.486 0.318
O 4.9785 1.7725 -1.6400 -0.326 0.150 0.100 -0.505
C 4.4414 2.3417 -0.7490 1.372 -0.232 -0.126 0.473
O 5.0903 2.8392 0.3296 0.115 -0.190 0.660 -0.386
C 4.1463 3.5985 1.0895 0.700 1.137 0.098 -0.564
C 2.8255 3.0074 0.6484 0.924 1.853 0.978 0.407
F 1.9470 4.0646 0.6495 -0.452 -0.881 -0.418 -0.340
O 3.1268 2.5795 -0.6450 -1.512 -0.383 -0.225 0.029
H 4.3096 3.7281 2.1607 0.283 -1.337 0.057 0.387
H 4.2814 4.6490 0.8038 -0.631 -0.119 -0.645 0.297
H 2.4880 2.2121 1.3161 -0.499 -0.073 -0.388 0.269
O -3.5629 7.2887 1.6284 -0.511 0.281 0.310 -0.516
C -4.0600 6.2818 1.2571 1.099 -0.018 -0.411 0.604
O -3.4013 5.4218 0.4457 -0.189 -0.357 0.061 -0.318
C -4.2101 4.2667 0.1941 0.632 0.238 0.073 0.065
C -5.4301 4.5061 1.0611 -0.273 -0.093 -0.404 0.360
F -5.4121 3.6285 2.1102 -0.135 0.126 0.104 -0.250
O -5.2981 5.8165 1.5403 -0.186 -0.190 0.057 -0.321
H -4.3800 4.1986 -0.8784 -0.256 -0.005 0.057 0.273
H -3.6843 3.3818 0.5489 0.046 -0.019 -0.116 -0.083
H -6.3755 4.4086 0.5305 -0.118 -0.023 0.266 0.206
O -1.3981 -3.3646 0.8733 -0.103 0.616 0.150 -0.240
C -2.4421 -3.9106 0.7648 0.118 -1.106 0.478 0.605
O -2.6363 -4.9226 -0.1056 0.425 -0.018 -1.072 -0.301
C -3.9635 -5.3583 -0.0994 -1.688 0.443 0.416 -0.469
C -4.4583 -4.7984 1.2343 0.578 -0.694 0.584 0.260
F -4.2826 -5.8161 2.1622 -0.228 0.329 0.103 -0.300
O -3.5392 -3.7773 1.5613 -0.228 0.065 -0.587 -0.307
H -4.5877 -4.9860 -0.9201 0.535 0.381 -0.142 0.287
H -4.0913 -6.4371 -0.1209 0.561 -0.085 0.205 0.293
H -5.4817 -4.4451 1.3307 0.112 0.120 -0.142 0.317
O -3.8474 5.7524 5.6008 -0.193 -0.125 0.344 -0.509
C -3.1080 5.0234 5.0390 -0.012 0.119 -0.487 0.581
O -1.9012 5.3612 4.5643 -0.014 0.011 0.067 -0.391
C -1.3956 4.2994 3.7265 0.043 1.518 0.821 -0.269
C -2.2753 3.1373 4.1101 0.317 0.288 -1.263 0.987
F -1.6407 2.3063 4.9820 -0.152 -0.225 0.175 -0.360
O -3.3974 3.7192 4.6959 0.231 -0.021 0.155 -0.386
H -1.5395 4.6253 2.6975 0.143 -0.294 -0.107 0.172
H -0.3468 4.2336 4.0023 0.030 -0.544 -0.309 0.299
H -2.5209 2.6393 3.1726 -0.400 -0.740 0.495 -0.071


(2)
80
Properties=species:S:1:pos:R:3:forces:R:3:lowdin_spin:R:1 method="wB97M-V/def2-TZVPD" multiplicity=2 homo_ev="-6.86 / -7.52" relative_energy_ev=0.908 orbital_gap_ev="6.93 / 7.60" lumo_ha="0.003 / 0.003"
Ti 0.0890 -0.2653 0.5744 0.215 0.667 0.470 0.903
I -5.3483 -3.4536 5.4058 -0.097 -0.046 0.086 0.001
C -3.7838 -2.7877 4.2103 0.221 0.065 -0.053 0.008
C -2.4985 -2.6995 4.7259 -0.067 0.018 -0.088 -0.001
C -1.4656 -2.2502 3.9173 -0.206 -0.134 0.211 0.007
I 0.3981 -2.0190 4.8121 0.139 0.035 -0.108 0.001
C -1.6618 -1.9094 2.5662 0.041 0.303 -0.004 0.001
O -0.6856 -1.5183 1.8051 -0.044 -0.916 0.306 0.018
C -2.9869 -1.9546 2.0907 -0.309 -0.039 -0.014 0.006
C -3.3077 -1.5302 0.6805 0.098 -0.026 -0.009 0.001
N -2.6460 -0.2888 0.2805 0.161 0.095 0.318 -0.002
C -3.0572 0.8912 1.0252 -0.018 0.007 0.060 0.000
C -2.1872 1.2101 2.2187 -0.096 0.083 -0.169 0.002
C -2.7603 1.7033 3.3813 0.010 -0.019 -0.091 0.000
C -1.9444 2.1512 4.4032 -0.094 0.039 0.123 0.002
C -0.5748 2.1098 4.2280 0.100 -0.029 -0.100 0.000
C -0.0793 1.5797 3.0515 0.054 -0.059 0.063 0.002
N -0.8596 1.1177 2.0697 -0.012 0.043 0.435 0.002
C -4.0220 -2.3970 2.9037 0.064 0.082 -0.052 -0.001
H -2.2988 -2.9627 5.7551 -0.012 -0.004 0.000 0.000
H -4.3982 -1.4345 0.6018 -0.030 -0.017 -0.038 0.000
H -3.0014 -2.3032 -0.0306 0.066 0.012 0.012 0.000
H -2.8040 -0.1352 -0.7057 -0.014 0.036 0.002 0.000
H -4.0987 0.8317 1.3642 -0.024 -0.024 -0.037 0.000
H -2.9735 1.7498 0.3544 0.007 0.030 0.017 0.000
H -3.8383 1.7301 3.4655 0.004 0.008 0.032 0.000
H -2.3740 2.5295 5.3223 0.001 0.000 -0.016 0.000
H 0.1131 2.4576 4.9852 -0.030 0.006 0.018 0.000
H 0.9845 1.4999 2.8821 -0.005 -0.028 0.004 0.000
H -5.0282 -2.4247 2.5019 0.002 -0.001 0.016 0.000
N 3.9995 0.4547 0.4638 0.097 -0.063 -0.005 0.000
C 3.8245 -1.0533 0.2664 0.121 0.069 0.068 0.000
C 5.1659 -1.7618 0.2487 -0.022 0.087 -0.004 0.000
P 2.6658 -1.5896 1.6058 -0.026 0.083 -0.116 0.003
O 3.6554 -1.5760 2.8728 0.083 0.042 0.161 0.000
O 2.1127 -2.9200 1.3178 -0.020 0.052 0.006 0.005
O 1.7757 -0.3511 1.7376 0.174 -0.294 0.021 0.004
P 2.8848 -1.1475 -1.3207 -0.064 -0.089 0.306 0.001
O 3.8819 -0.2400 -2.2398 0.035 0.188 -0.167 0.000
O 2.7533 -2.4939 -1.8948 -0.058 0.102 -0.003 0.000
O 1.7342 -0.2406 -0.9517 -0.064 -0.349 -0.254 0.003
H 4.4245 0.6665 1.3668 -0.006 -0.041 0.009 0.000
H 3.0676 0.9152 0.4266 -0.029 -0.076 -0.011 0.000
H 4.5813 0.8350 -0.2852 -0.017 -0.008 -0.012 0.000
H 5.6582 -1.7257 1.2214 0.006 0.026 -0.010 0.000
H 5.8244 -1.3350 -0.5121 -0.004 -0.016 0.000 0.000
H 4.9942 -2.8058 -0.0103 -0.028 -0.005 0.020 0.000
H 3.4695 -2.3273 3.4517 0.016 0.018 -0.035 0.000
H 4.0509 -0.6842 -3.0801 0.048 -0.048 0.095 0.000
O -0.6017 3.5375 0.0652 -0.049 -0.094 -0.049 0.001
S 0.2591 2.5336 -0.5086 -0.329 0.138 -0.123 0.001
O 1.4325 2.1867 0.2956 -0.259 -0.100 0.061 0.006
N -0.5357 1.1712 -0.8060 0.182 0.074 -0.817 0.006
C -0.8726 0.6148 -2.0511 -0.001 -0.194 0.449 0.004
C -1.2997 1.2876 -3.1667 -0.159 0.106 -0.367 0.001
C -1.6632 0.6038 -4.3538 0.058 0.234 0.204 0.000
C -1.6252 -0.7538 -4.4292 0.025 -0.173 0.063 0.001
C -1.2195 -1.4963 -3.2922 -0.010 -0.211 -0.230 0.000
C -1.1232 -2.9166 -3.2907 -0.118 0.178 -0.290 0.000
C -0.6995 -3.5794 -2.1891 0.150 0.069 0.494 0.000
C -0.3897 -2.8282 -1.0250 -0.058 -0.370 -0.148 0.004
N -0.4959 -1.5308 -0.9937 -0.143 0.119 -0.758 0.007
C -0.8633 -0.8288 -2.1183 0.124 0.211 0.246 0.002
C 0.8521 3.1751 -2.0347 0.217 0.094 -0.136 0.000
C 0.2863 4.3277 -2.5619 0.136 -0.035 -0.012 0.000
C 0.7783 4.8249 -3.7612 -0.021 0.004 0.012 0.000
C 1.8182 4.1740 -4.4120 -0.002 0.007 0.002 0.000
C 2.3767 3.0241 -3.8681 -0.009 -0.007 0.012 0.000
C 1.8967 2.5182 -2.6706 -0.098 0.067 -0.139 0.000
H -1.3661 2.3654 -3.1482 -0.020 0.003 -0.008 0.000
H -1.9836 1.1832 -5.2107 0.013 0.023 0.028 0.000
H -1.9034 -1.2760 -5.3362 0.015 -0.006 0.018 0.000
H -1.3803 -3.4567 -4.1953 0.005 0.033 0.004 0.000
H -0.5850 -4.6535 -2.1742 -0.004 0.008 0.008 0.000
H -0.0422 -3.2978 -0.1097 -0.010 -0.019 -0.043 0.000
H -0.5146 4.8216 -2.0289 -0.002 -0.013 0.010 0.000
H 0.3506 5.7238 -4.1861 0.008 -0.003 0.006 0.000
H 2.1995 4.5675 -5.3458 -0.015 0.001 0.002 0.000
H 3.1870 2.5176 -4.3772 -0.007 0.012 -0.002 0.000
H 2.3022 1.6122 -2.2461 0.011 -0.021 0.040 0.000


(3)
75
Properties=species:S:1:pos:R:3:forces:R:3:mulliken_charge:R:1 method="wB97M-V/def2-TZVPD" homo_ev=-12.01 relative_energy_ev=0.000 orbital_gap_ev=8.77 charge=+1 lumo_ha=-0.119
C 3.7949 2.3956 -1.0215 0.042 0.155 -0.098 -1.291
C 3.4064 0.9810 -1.4423 -0.333 -0.002 0.355 -0.297
C 2.4237 0.9844 -2.6194 0.327 0.205 -0.003 -0.628
I 2.4423 -0.8857 -3.6572 0.002 -0.086 0.004 0.189
C 1.0591 1.3780 -2.2053 -0.243 0.057 -0.276 0.230
C 0.3045 2.4023 -2.6684 0.298 0.188 -0.232 -0.720
N -0.8520 2.4292 -1.9264 -0.173 0.228 0.060 0.089
C -0.8270 1.4558 -1.0292 -0.169 -0.147 0.016 -1.102
N 0.3077 0.7948 -1.2044 0.298 -0.253 0.365 0.462
H 4.5836 2.7937 -1.6616 -0.023 -0.030 0.001 0.381
H 4.1748 2.4019 -0.0001 -0.038 0.049 -0.138 0.258
H 2.9478 3.0866 -1.0917 -0.004 -0.083 0.102 0.371
H 4.2803 0.3739 -1.6693 0.024 0.101 -0.079 0.429
H 2.9067 0.4904 -0.5973 0.127 -0.133 -0.056 0.279
H 2.7223 1.7190 -3.3694 0.127 -0.154 0.036 0.445
H 0.5417 3.1021 -3.4522 -0.202 0.036 0.072 0.450
H -1.5961 3.1055 -2.0140 -0.031 -0.033 -0.007 0.249
H -1.5825 1.2426 -0.2880 0.020 -0.119 -0.104 0.836
H 0.5874 -0.0125 -0.6620 -0.103 -0.011 0.012 0.392
C 5.9867 -2.5891 3.5278 0.002 0.024 -0.011 -0.446
C 6.4575 -1.5626 4.3357 -0.019 -0.029 -0.026 -0.443
C 6.6218 -0.2877 3.8178 0.018 -0.019 0.096 -0.428
C 6.3031 -0.0710 2.4903 0.000 0.001 0.001 0.080
C 5.8372 -1.0777 1.6643 -0.039 -0.069 -0.055 -0.247
C 5.6801 -2.3478 2.1945 0.001 -0.002 0.044 -0.503
N 6.4656 1.2858 1.9391 0.050 -0.004 -0.014 1.063
O 6.9009 2.1454 2.6704 -0.005 0.041 0.038 -0.590
O 6.1459 1.4695 0.7765 -0.012 -0.088 0.003 -0.640
H 5.8622 -3.5823 3.9373 0.007 -0.010 0.001 0.395
H 6.7011 -1.7539 5.3713 0.007 -0.003 0.008 0.392
H 6.9917 0.5218 4.4286 0.001 0.039 -0.037 0.479
H 5.6123 -0.8720 0.6289 0.026 0.051 -0.004 0.489
H 5.3228 -3.1511 1.5651 0.003 -0.009 -0.006 0.395
C -2.3256 -2.0284 -3.0488 -0.062 -0.067 -0.039 -0.034
C -1.1420 -2.3864 -3.6774 -0.141 0.106 0.222 -0.130
C -1.1621 -3.2393 -4.7681 0.120 0.064 0.047 -0.419
C -2.3843 -3.7144 -5.2022 -0.028 -0.018 -0.014 -0.007
C -3.5771 -3.3871 -4.5839 -0.006 0.018 0.052 -0.516
C -3.5388 -2.5353 -3.4919 -0.029 0.081 0.010 -0.400
N -2.4158 -4.6133 -6.3752 0.004 0.017 0.035 1.032
O -1.3535 -4.9021 -6.8838 0.034 -0.018 -0.031 -0.605
O -3.5004 -4.9990 -6.7526 -0.038 -0.028 -0.023 -0.599
H -2.2940 -1.3637 -2.1948 -0.005 -0.018 0.019 0.240
H -0.2128 -1.9964 -3.2861 0.033 -0.105 -0.160 0.041
H -0.2551 -3.5351 -5.2735 -0.026 -0.033 -0.048 0.481
H -4.5071 -3.7968 -4.9473 0.017 -0.019 -0.056 0.477
H -4.4568 -2.2690 -2.9853 -0.021 -0.012 -0.014 0.402
C -6.7591 0.8219 0.8643 0.051 -0.070 -0.017 -0.619
C -6.9152 -0.5065 0.4908 -0.002 0.038 0.010 -0.569
C -5.8046 -1.3087 0.2808 -0.089 -0.048 -0.054 -0.350
C -4.5505 -0.7506 0.4465 -0.015 -0.002 0.051 -0.101
C -4.3729 0.5722 0.8175 0.019 -0.057 0.000 0.502
C -5.4890 1.3621 1.0285 -0.182 0.036 -0.046 -0.343
N -3.3694 -1.6060 0.2460 -0.132 0.137 0.122 1.008
O -3.5433 -2.7627 -0.0450 0.089 -0.023 -0.018 -0.538
O -2.2649 -1.0896 0.3880 0.158 0.119 -0.130 -0.632
H -7.6308 1.4380 1.0370 -0.009 0.008 -0.004 0.408
H -7.9047 -0.9240 0.3691 -0.009 -0.010 -0.004 0.401
H -5.9091 -2.3451 -0.0030 0.045 -0.018 0.012 0.515
H -3.3827 0.9750 0.9660 -0.051 -0.118 -0.036 -0.173
H -5.3648 2.3924 1.3332 -0.018 -0.101 -0.036 0.487
C 0.9057 1.6762 3.9436 -0.053 -0.017 -0.006 -0.586
C -0.1382 1.4279 4.8261 0.024 0.015 -0.049 -0.483
C -1.4384 1.7765 4.4905 0.002 -0.061 0.105 -0.588
C -1.6572 2.3774 3.2671 -0.109 -0.027 -0.085 0.172
C -0.6338 2.6529 2.3825 0.190 -0.063 -0.220 -0.287
C 0.6585 2.2867 2.7191 0.001 0.003 0.094 -0.585
N -3.0342 2.7104 2.8556 0.245 0.080 0.144 0.998
O -3.9275 2.5079 3.6408 -0.068 0.032 0.015 -0.578
O -3.1892 3.1568 1.7276 0.092 0.159 0.040 -0.593
H 1.9152 1.3951 4.2119 0.006 0.002 0.008 0.477
H 0.0574 0.9545 5.7778 0.002 0.003 0.012 0.397
H -2.2633 1.5808 5.1592 -0.035 0.014 -0.023 0.486
H -0.8570 3.1408 1.4456 0.002 0.067 0.027 0.643
H 1.4736 2.4878 2.0358 0.012 0.040 0.021 0.550